1.
{"formula": "C33H81BN4O14", "method": "the ωB97M-V functional and the def2-TZVPD basis", "elements": ["H", "N", "C", "N", "N", "C", "C", "C", "C", "B", "C", "C", "C", "C", "O", "N", "O", "H", "H", "H", "H", "H", "H", "H", "H", "H", "H", "H", "H", "H", "H", "H", "H", "H", "H", "H", "H", "C", "O", "C", "C", "O", "C", "H", "H", "H", "H", "H", "H", "H", "H", "H", "H", "C", "O", "C", "C", "O", "C", "H", "H", "H", "H", "H", "H", "H", "H", "H", "H", "C", "O", "C", "C", "O", "C", "H", "H", "H", "H", "H", "H", "H", "H", "H", "H", "C", "O", "C", "C", "O", "C", "H", "H", "H", "H", "H", "H", "H", "H", "H", "H", "C", "O", "C", "C", "O", "C", "H", "H", "H", "H", "H", "H", "H", "H", "H", "H", "C", "O", "C", "C", "O", "C", "H", "H", "H", "H", "H", "H", "H", "H", "H", "H"], "positions_angstrom": [[7.475, -0.124, -1.501], [7.145, -0.374, -0.570], [6.907, -1.619, -0.483], [7.066, -2.564, -1.488], [6.493, -2.212, 0.753], [5.120, -1.825, 1.153], [4.058, -2.179, 0.118], [3.776, -1.137, -0.985], [2.351, -0.556, -0.920], [2.123, 0.523, 0.197], [3.217, 1.558, 0.633], [2.722, 2.871, 1.272], [3.664, 3.421, 2.363], [3.865, 4.948, 2.327], [0.923, 0.636, 0.881], [-0.144, -0.273, 0.571], [-0.349, -1.010, 1.444], [6.544, -3.411, -1.315], [6.926, -2.210, -2.425], [7.117, -1.828, 1.457], [4.905, -2.389, 2.063], [5.088, -0.765, 1.425], [3.128, -2.373, 0.659], [4.337, -3.135, -0.333], [4.517, -0.338, -0.974], [3.880, -1.623, -1.960], [1.647, -1.393, -0.880], [2.161, -0.055, -1.880], [3.843, 1.028, 1.363], [3.880, 1.771, -0.209], [2.648, 3.628, 0.489], [1.733, 2.731, 1.706], [3.272, 3.159, 3.348], [4.643, 2.944, 2.282], [3.203, 5.462, 3.025], [4.888, 5.213, 2.598], [3.671, 5.352, 1.332], [-0.197, 1.382, -6.339], [0.743, 0.756, -7.193], [2.092, 1.034, -6.859], [2.728, -0.094, -6.076], [2.120, -0.268, -4.807], [1.189, -1.336, -4.768], [-1.167, 0.928, -6.535], [0.056, 1.241, -5.286], [-0.261, 2.455, -6.551], [2.162, 1.967, -6.291], [2.642, 1.166, -7.796], [3.783, 0.146, -5.907], [2.681, -1.023, -6.653], [1.709, -2.300, -4.754], [0.507, -1.309, -5.620], [0.612, -1.239, -3.849], [-5.761, 2.007, 1.671], [-5.095, 0.994, 0.935], [-3.755, 0.785, 1.351], [-3.612, -0.423, 2.248], [-4.286, -0.254, 3.485], [-5.544, -0.901, 3.540], [-6.824, 1.923, 1.453], [-5.607, 1.889, 2.746], [-5.414, 3.001, 1.367], [-3.372, 1.680, 1.853], [-3.150, 0.619, 0.452], [-2.553, -0.566, 2.470], [-3.974, -1.319, 1.732], [-5.420, -1.986, 3.628], [-6.150, -0.681, 2.657], [-6.060, -0.534, 4.425], [-2.805, 2.642, 4.621], [-3.318, 3.876, 4.147], [-2.437, 4.973, 4.331], [-1.681, 5.313, 3.065], [-0.810, 4.266, 2.677], [-1.355, 3.424, 1.681], [-3.445, 1.849, 4.235], [-1.781, 2.472, 4.279], [-2.826, 2.608, 5.716], [-1.731, 4.766, 5.142], [-3.044, 5.836, 4.623], [-1.071, 6.205, 3.240], [-2.389, 5.540, 2.261], [-1.342, 3.911, 0.699], [-2.381, 3.135, 1.924], [-0.733, 2.531, 1.633], [-4.499, 3.375, -4.099], [-4.478, 2.088, -3.513], [-5.142, 2.022, -2.260], [-6.538, 1.454, -2.370], [-7.402, 2.291, -3.121], [-7.587, 1.861, -4.456], [-4.174, 3.268, -5.133], [-5.501, 3.809, -4.084], [-3.809, 4.051, -3.581], [-5.178, 3.012, -1.794], [-4.555, 1.367, -1.610], [-6.953, 1.368, -1.361], [-6.506, 0.448, -2.803], [-8.228, 0.973, -4.494], [-6.635, 1.634, -4.942], [-8.078, 2.670, -4.994], [-3.455, -3.575, -4.002], [-3.042, -3.069, -2.746], [-3.618, -1.813, -2.422], [-4.790, -1.945, -1.474], [-5.880, -2.634, -2.066], [-5.980, -3.989, -1.670], [-3.147, -4.618, -4.051], [-4.539, -3.517, -4.124], [-2.976, -3.026, -4.821], [-3.931, -1.287, -3.330], [-2.840, -1.211, -1.940], [-5.143, -0.943, -1.209], [-4.478, -2.444, -0.549], [-6.347, -4.068, -0.641], [-5.020, -4.505, -1.747], [-6.696, -4.470, -2.335], [5.165, -3.408, 4.705], [6.050, -4.099, 3.844], [7.421, -3.842, 4.102], [8.064, -4.952, 4.904], [7.516, -5.056, 6.207], [6.564, -6.094, 6.344], [4.177, -3.850, 4.581], [5.460, -3.491, 5.754], [5.111, -2.347, 4.433], [7.541, -2.885, 4.621], [7.926, -3.769, 3.134], [9.131, -4.736, 5.013], [7.964, -5.902, 4.369], [7.055, -7.074, 6.353], [5.824, -6.072, 5.541], [6.058, -5.947, 7.297]], "energy_ha": -2602.86608, "lumo_energy_ev": -0.349, "orbital_gap_ha": 0.32294, "multiplicity": 1, "max_force_ev_per_a": 0.54}

2.
{"formula": "C33H83BIN10O8S", "method": "the ωB97M-V functional and the def2-TZVPD basis", "elements": ["C", "C", "O", "O", "C", "C", "C", "C", "C", "N", "I", "C", "N", "C", "C", "N", "N", "C", "C", "C", "S", "B", "N", "O", "H", "H", "H", "H", "H", "H", "H", "H", "H", "H", "H", "H", "H", "H", "H", "H", "H", "H", "H", "H", "H", "H", "H", "H", "H", "H", "H", "H", "C", "C", "C", "O", "C", "N", "H", "H", "H", "H", "H", "H", "H", "H", "H", "H", "H", "C", "C", "C", "O", "C", "N", "H", "H", "H", "H", "H", "H", "H", "H", "H", "H", "H", "C", "C", "C", "O", "C", "N", "H", "H", "H", "H", "H", "H", "H", "H", "H", "H", "H", "C", "C", "C", "O", "C", "N", "H", "H", "H", "H", "H", "H", "H", "H", "H", "H", "H", "C", "C", "C", "O", "C", "N", "H", "H", "H", "H", "H", "H", "H", "H", "H", "H", "H"], "positions_angstrom": [[1.337, 0.382, -0.652], [1.302, 0.006, -2.271], [2.409, 0.143, -3.007], [0.077, -0.482, -2.973], [-0.359, -1.773, -2.419], [0.374, -3.090, -3.090], [1.788, -3.515, -2.308], [1.925, -5.169, -2.411], [2.810, -5.833, -1.199], [4.266, -6.078, -1.530], [4.973, -7.251, 0.034], [5.063, -4.799, -1.665], [4.972, -3.821, -0.666], [5.771, -2.511, -0.705], [6.027, -2.056, 0.884], [5.781, -0.799, 1.379], [5.992, -4.575, -2.838], [5.275, -4.071, -4.071], [5.253, -2.435, -4.218], [6.727, -1.715, -4.085], [6.524, 0.178, -4.206], [6.892, -5.764, -3.119], [6.429, -7.047, -3.786], [8.339, -5.672, -2.765], [1.072, -0.600, -0.053], [0.524, 1.238, -0.516], [2.373, 0.810, -0.299], [-1.520, -1.894, -2.660], [-0.235, -1.871, -1.257], [-0.425, -3.958, -3.069], [0.562, -2.834, -4.237], [1.802, -3.112, -1.209], [2.659, -3.084, -2.972], [0.811, -5.575, -2.277], [2.258, -5.534, -3.487], [2.635, -5.228, -0.194], [2.333, -6.908, -0.994], [4.354, -3.945, 0.192], [5.249, -1.667, -1.337], [6.862, -2.780, -1.109], [6.497, -2.916, 1.564], [6.079, -0.855, 2.398], [4.195, -4.551, -4.065], [5.809, -4.486, -5.053], [4.480, -1.983, -3.443], [4.846, -2.205, -5.309], [7.273, -1.909, -3.064], [7.476, -2.102, -4.928], [5.950, 0.614, -2.970], [5.742, -6.877, -4.555], [6.100, -7.765, -3.104], [8.771, -6.433, -3.291], [11.228, 2.523, -1.606], [9.926, 3.288, -1.379], [8.994, 2.633, -0.334], [8.296, 1.476, -0.804], [9.067, 0.283, -0.798], [9.245, 3.467, -2.671], [11.094, 1.636, -2.230], [11.960, 3.162, -2.116], [11.670, 2.208, -0.655], [10.199, 4.279, -0.996], [8.213, 3.359, -0.073], [9.527, 2.409, 0.599], [9.763, 0.245, 0.045], [9.602, 0.181, -1.744], [8.381, -0.565, -0.719], [8.429, 4.063, -2.528], [8.842, 2.561, -2.928], [1.749, 4.545, -5.113], [0.448, 5.310, -4.886], [-0.485, 4.654, -3.841], [-1.182, 3.497, -4.312], [-0.412, 2.305, -4.306], [-0.233, 5.489, -6.178], [1.616, 3.658, -5.737], [2.481, 5.183, -5.623], [2.191, 4.230, -4.163], [0.720, 6.301, -4.503], [-1.266, 5.381, -3.580], [0.049, 4.431, -2.909], [0.285, 2.267, -3.462], [0.124, 2.203, -5.251], [-1.098, 1.456, -4.226], [-1.049, 6.084, -6.035], [-0.637, 4.583, -6.435], [-2.116, 0.167, 4.909], [-0.821, 0.735, 4.333], [-0.628, 0.442, 2.827], [-0.235, -0.901, 2.530], [-1.302, -1.837, 2.530], [0.314, 0.239, 5.128], [-2.063, -0.909, 5.090], [-2.342, 0.639, 5.873], [-2.961, 0.359, 4.240], [-0.869, 1.825, 4.450], [0.192, 1.074, 2.461], [-1.515, 0.723, 2.245], [-2.234, -1.403, 2.156], [-1.444, -2.241, 3.534], [-1.024, -2.671, 1.879], [1.164, 0.699, 4.802], [0.456, -0.742, 4.872], [-5.784, 3.610, 4.240], [-5.874, 2.157, 3.779], [-7.268, 1.759, 3.243], [-8.257, 1.556, 4.257], [-8.840, 2.751, 4.755], [-5.450, 1.279, 4.881], [-6.245, 3.774, 5.217], [-4.735, 3.916, 4.330], [-6.264, 4.281, 3.520], [-5.161, 2.038, 2.954], [-7.172, 0.793, 2.731], [-7.629, 2.470, 2.489], [-8.944, 3.515, 3.979], [-8.251, 3.131, 5.592], [-9.836, 2.510, 5.139], [-5.416, 0.319, 4.537], [-6.211, 1.265, 5.566], [-14.710, 0.614, 3.330], [-14.832, 1.805, 4.276], [-13.481, 2.269, 4.870], [-12.969, 1.427, 5.907], [-12.311, 0.258, 5.441], [-15.800, 1.478, 5.335], [-14.576, -0.334, 3.856], [-15.620, 0.515, 2.725], [-13.868, 0.744, 2.641], [-15.235, 2.641, 3.692], [-13.636, 3.250, 5.339], [-12.727, 2.420, 4.087], [-11.770, 0.432, 4.506], [-13.032, -0.552, 5.322], [-11.592, -0.055, 6.204], [-15.952, 2.310, 5.905], [-15.339, 0.826, 5.975]], "energy_ha": -3176.75733, "lumo_energy_ev": -5.137, "orbital_gap_ha": 0.18062, "total_charge": 1, "multiplicity": 1, "max_force_ev_per_a": 8.27}

3.
{"formula": "C33H83Li4N7O13", "method": "the ωB97M-V functional and the def2-TZVPD basis", "elements": ["Li", "Li", "Li", "Li", "O", "C", "C", "O", "H", "H", "H", "H", "C", "O", "N", "N", "H", "H", "H", "H", "C", "O", "C", "C", "N", "C", "C", "O", "C", "H", "H", "H", "H", "H", "H", "H", "H", "H", "H", "H", "H", "H", "H", "H", "C", "O", "C", "C", "N", "C", "C", "O", "C", "H", "H", "H", "H", "H", "H", "H", "H", "H", "H", "H", "H", "H", "H", "H", "C", "O", "C", "C", "N", "C", "C", "O", "C", "H", "H", "H", "H", "H", "H", "H", "H", "H", "H", "H", "H", "H", "H", "H", "C", "O", "C", "C", "N", "C", "C", "O", "C", "H", "H", "H", "H", "H", "H", "H", "H", "H", "H", "H", "H", "H", "H", "H", "C", "O", "C", "C", "N", "C", "C", "O", "C", "H", "H", "H", "H", "H", "H", "H", "H", "H", "H", "H", "H", "H", "H", "H"], "positions_angstrom": [[-9.096, 11.729, 19.650], [-10.138, 14.266, 19.236], [-7.479, 12.388, 17.300], [-8.643, 8.829, 17.013], [-8.228, 10.651, 16.172], [-9.622, 10.978, 16.209], [-10.169, 12.320, 16.799], [-9.569, 12.807, 17.951], [-10.104, 10.106, 16.653], [-10.041, 10.880, 15.208], [-11.160, 12.082, 17.186], [-10.304, 13.011, 15.967], [-6.664, 10.187, 12.992], [-6.264, 10.166, 11.891], [-7.809, 9.677, 13.400], [-6.018, 10.680, 14.082], [-8.085, 9.867, 14.353], [-8.453, 9.397, 12.674], [-6.628, 10.721, 14.886], [-5.072, 11.032, 14.114], [-12.567, 10.294, 4.849], [-11.761, 11.334, 5.335], [-10.406, 10.925, 5.733], [-10.233, 10.161, 7.055], [-10.730, 10.907, 8.114], [-11.104, 10.263, 9.311], [-9.898, 9.776, 10.262], [-10.441, 9.144, 11.392], [-10.984, 9.944, 12.414], [-13.405, 10.774, 4.343], [-13.100, 9.808, 5.666], [-12.007, 9.567, 4.261], [-9.863, 11.870, 5.731], [-9.842, 10.265, 5.075], [-9.158, 10.025, 7.178], [-10.736, 9.204, 6.913], [-11.455, 11.521, 7.771], [-12.020, 9.674, 9.247], [-11.446, 11.209, 9.730], [-9.380, 10.690, 10.553], [-9.126, 9.142, 9.827], [-11.817, 10.464, 11.940], [-10.149, 10.543, 12.777], [-11.260, 9.121, 13.073], [-5.787, 7.745, 15.866], [-7.222, 7.653, 15.810], [-7.712, 6.279, 16.057], [-9.302, 6.339, 15.952], [-9.859, 7.223, 17.008], [-11.285, 7.031, 17.162], [-11.839, 6.387, 18.484], [-11.520, 5.022, 18.466], [-12.128, 4.325, 19.492], [-5.340, 7.307, 14.974], [-5.394, 7.190, 16.719], [-5.662, 8.808, 16.072], [-7.331, 5.902, 17.006], [-7.306, 5.734, 15.204], [-9.709, 5.328, 15.991], [-9.602, 6.799, 15.011], [-9.372, 6.820, 17.795], [-11.654, 6.425, 16.335], [-11.738, 8.001, 16.959], [-12.875, 6.725, 18.495], [-11.450, 6.788, 19.420], [-11.677, 4.779, 20.375], [-11.794, 3.297, 19.630], [-13.200, 4.138, 19.545], [-3.214, 16.783, 16.078], [-4.296, 15.825, 16.331], [-3.936, 14.576, 16.824], [-5.223, 13.778, 17.187], [-6.128, 13.472, 16.047], [-7.203, 14.420, 15.666], [-7.872, 13.978, 14.340], [-7.045, 14.420, 13.292], [-7.517, 14.237, 11.884], [-2.654, 17.085, 16.964], [-3.745, 17.659, 15.707], [-2.581, 16.325, 15.317], [-3.314, 14.843, 17.679], [-3.374, 14.035, 16.063], [-5.638, 14.146, 18.125], [-4.917, 12.797, 17.551], [-5.555, 13.295, 15.235], [-6.694, 15.347, 15.401], [-7.965, 14.531, 16.438], [-8.833, 14.487, 14.269], [-8.186, 12.937, 14.256], [-8.244, 15.030, 11.707], [-7.984, 13.252, 11.870], [-6.738, 14.458, 11.154], [-9.959, 22.378, 12.324], [-10.899, 21.307, 12.230], [-10.233, 20.020, 12.058], [-11.106, 18.807, 12.124], [-11.776, 18.733, 13.396], [-11.127, 17.920, 14.418], [-11.443, 16.429, 14.091], [-12.216, 15.862, 15.045], [-12.868, 14.663, 14.662], [-9.108, 22.051, 12.921], [-10.367, 23.301, 12.736], [-9.676, 22.618, 11.299], [-9.530, 19.889, 12.881], [-9.640, 20.092, 11.147], [-10.654, 17.832, 11.942], [-11.867, 18.960, 11.359], [-11.594, 19.674, 13.714], [-11.468, 18.306, 15.379], [-10.058, 17.986, 14.622], [-10.542, 15.855, 13.873], [-12.011, 16.383, 13.162], [-12.096, 13.949, 14.374], [-13.550, 14.757, 13.818], [-13.368, 14.292, 15.557], [-18.932, 8.602, 17.386], [-18.426, 8.866, 16.081], [-19.436, 9.549, 15.189], [-18.738, 9.972, 13.896], [-17.579, 10.917, 14.140], [-16.466, 10.595, 13.291], [-15.424, 9.807, 13.989], [-14.724, 10.747, 14.789], [-13.711, 10.102, 15.543], [-18.270, 7.804, 17.724], [-19.907, 8.116, 17.362], [-18.894, 9.442, 18.079], [-19.751, 10.460, 15.698], [-20.276, 8.918, 14.901], [-19.468, 10.483, 13.268], [-18.385, 9.030, 13.475], [-17.362, 10.732, 15.109], [-16.061, 11.570, 13.020], [-16.794, 10.115, 12.369], [-14.760, 9.178, 13.395], [-15.901, 9.093, 14.661], [-13.586, 9.021, 15.608], [-13.762, 10.329, 16.608], [-12.773, 10.551, 15.217]], "energy_ha": -2697.90407, "lumo_energy_ev": -8.064, "orbital_gap_ha": 0.11575, "total_charge": 2, "multiplicity": 1, "max_force_ev_per_a": 4.41}

> What is the multiplicity in the second record?

1

> What is the formula in the first record?

C33H81BN4O14